No. 1
# C32H55CaCl3F6N5NaO8P

A molecular structure, C32H55CaCl3F6N5NaO8P at a distorted geometry (ωB97M-V with the def2-TZVPD basis set, the OMol25 dataset).

Values from the calculation:
highest occupied orbital energy: -7.770 eV
E_tot: -143913.759 eV
gap between HOMO and LUMO: 0.9 eV
E_LUMO: -0.2519 Ha
charge: +1

Geometry (Å):
C1 4.04922 1.81903 6.65816
C2 2.99149 0.76611 6.30527
C3 1.60132 1.35717 6.65948
C4 0.44862 0.40738 6.22995
C5 0.01933 0.72188 4.76970
C6 -0.00387 -0.56936 3.86776
C7 -1.36198 -0.82398 3.18710
C8 -1.02902 -1.36047 1.77593
C9 -1.01353 -0.30801 0.67468
C10 -0.32756 1.04029 0.96954
C11 1.14281 1.13649 0.47575
C12 1.39149 2.17218 -0.62010
C13 2.17282 1.58493 -1.81828
N1 3.27369 2.48806 -2.22208
C14 4.46965 2.03545 -1.66076
O1 5.02298 2.58003 -0.71020
O2 4.87501 0.87088 -2.20193
C15 6.29919 0.67397 -2.27587
C16 6.68934 -0.14941 -3.51198
C17 6.51805 -1.65868 -3.26871
C18 5.10067 -2.14683 -3.28595
O3 4.77278 -3.22695 -2.80500
O4 4.20255 -1.33422 -3.84256
H1 3.96038 2.64846 5.95634
H2 3.84929 2.17526 7.65568
H3 5.05131 1.42772 6.55424
H4 3.06073 0.52144 5.23137
H5 3.16268 -0.13230 6.87980
H6 1.56438 1.59549 7.71173
H7 1.48996 2.30237 6.11713
H8 0.78340 -0.61693 6.29459
H9 -0.37742 0.59538 6.89778
H10 0.71832 1.44289 4.34249
H11 -0.92726 1.23867 4.78401
H12 0.68828 -0.41258 3.01373
H13 0.34857 -1.46058 4.36815
H14 -1.84102 0.15419 3.04414
H15 -1.98821 -1.47827 3.78277
H16 -1.78690 -2.08729 1.51130
H17 -0.09378 -1.90488 1.84865
H18 -2.00095 -0.09184 0.27505
H19 -0.45711 -0.73368 -0.15205
H20 -0.88276 1.79266 0.42047
H21 -0.37306 1.35331 2.02797
H22 1.49672 0.16340 0.15634
H23 1.77591 1.49301 1.32311
H24 1.98406 2.97015 -0.18475
H25 0.46308 2.59432 -0.96415
H26 2.56041 0.60724 -1.57258
H27 1.48779 1.46700 -2.64699
H28 3.12027 3.43837 -1.92346
H29 6.81182 1.62395 -2.26234
H30 6.59921 0.08909 -1.41109
H31 7.73706 0.06588 -3.68970
H32 6.13736 0.15079 -4.39291
H33 6.99828 -1.94899 -2.34603
H34 7.00304 -2.19874 -4.07693
H35 3.39839 -1.85129 -3.98675
Na1 -3.57592 0.71307 3.32773
N2 4.31877 -8.38794 -1.91973
C19 4.30754 -8.47280 -3.28212
C20 4.68117 -7.25366 -3.78179
C21 4.93213 -6.39534 -2.67559
C22 4.70208 -7.12878 -1.54046
H36 4.08388 -9.13521 -1.29381
H37 4.03691 -9.38882 -3.77809
H38 4.76911 -7.00418 -4.82572
H39 5.24565 -5.36562 -2.71381
H40 4.77744 -6.86829 -0.49872
F1 -7.36748 1.76395 -0.92207
P1 -7.22171 0.99817 0.54142
F2 -6.26198 1.00687 1.93606
F3 -8.38898 0.51960 1.60657
F4 -7.84823 -0.29142 -0.26527
F5 -7.61746 2.51619 1.04975
F6 -5.77131 0.48647 -0.04822
Ca1 2.27107 1.32260 3.54225
C23 4.02148 -3.76327 0.41905
C24 3.47407 -3.26161 1.65538
N3 3.04205 -2.86490 2.63269
H41 3.21950 -4.13274 -0.21693
H42 4.53167 -2.95496 -0.10019
H43 4.72643 -4.56862 0.60921
N4 -8.59748 4.18563 -1.85893
C25 -9.15019 4.76224 -0.75594
C26 -9.51722 6.04522 -1.08630
C27 -9.17166 6.24265 -2.44869
C28 -8.60764 5.07284 -2.89527
H44 -8.23463 3.24566 -1.89741
H45 -9.23364 4.21490 0.16584
H46 -9.98344 6.76368 -0.42266
H47 -9.31885 7.13543 -3.03471
H48 -8.21454 4.80068 -3.85962
C29 -1.85330 0.98791 -2.24708
O5 -0.77074 0.39732 -2.55908
O6 -1.63865 2.38862 -2.02433
O7 -2.96934 0.55543 -2.04537
H49 -0.70505 2.40018 -2.26139
O8 -2.19419 -3.69202 -0.35068
H50 -2.40229 -3.51427 -1.27582
H51 -1.67260 -4.49943 -0.37421
C30 1.88545 -5.71869 -5.61585
C31 1.34554 -5.97073 -6.94389
N5 0.92329 -6.16969 -7.99235
H52 1.07629 -5.67330 -4.89019
H53 2.56844 -6.51585 -5.33583
H54 2.42306 -4.77274 -5.60912
C32 -11.17320 10.12898 0.78170
Cl1 -10.56199 8.79391 -0.19829
Cl2 -12.86857 9.87741 1.19706
Cl3 -10.19681 10.32986 2.24015
H55 -11.10118 11.03980 0.20369

Forces on atoms 1 to 6 (eV/Å):
C -0.19 -0.57 -1.01
C -0.39 1.52 1.18
C 0.08 -1.20 -1.10
C 0.65 1.54 -0.22
C 0.08 -2.25 0.84
C -0.43 1.70 -0.08

Results of the Mulliken charge analysis, in e, for atoms 1 through 99: -1.272, -0.253, -0.892, -0.498, -0.075, -0.107, 0.118, -1.534, -1.166, -0.236, 0.646, -0.807, -0.787, -0.271, 0.371, -0.671, -0.134, -0.644, -0.704, -0.571, 0.564, -0.617, -0.408, 0.304, 0.355, 0.404, 0.098, 0.326, 0.497, 0.364, 0.378, 0.383, 0.119, 0.382, -0.385, 0.420, -0.878, 0.822, 0.459, 0.526, 0.404, 0.635, 0.773, 0.752, 0.715, -2.389, 0.737, 0.399, 0.313, 0.368, 0.329, 0.445, 0.280, 0.454, 0.320, 0.299, 0.381, 0.378, 0.996, 0.031, -0.588, -0.823, 0.175, -0.732, 0.187, 0.391, 0.641, 0.429, 0.319, -0.359, 0.887, -0.342, -0.337, -0.324, -0.314, -0.250, 1.572, -0.444, 0.275, -0.442, 0.320, 0.030, 0.272, 0.134, -0.895, 0.034, -0.159, -0.708, 0.269, 0.426, 0.304, 0.369, 0.361, 0.637, -0.692, -0.575, -0.627, 0.397, -0.611

No. 2
# C3H8N3O2

A gas-phase ion, C3H8N3O2 (charge +1) at a distorted geometry (ωB97M-V with the def2-TZVPD basis set, the OMol25 dataset).

Values from the calculation:
highest occupied orbital energy: -15.653 eV
E_tot: -11793.142 eV
energy relative to the best compared isomer or geometry (same formula, charge and spin): 146.7 kcal/mol
gap between HOMO and LUMO: 9.1 eV
E_LUMO: -0.2426 Ha
SMILES: CC(C)N[N+](=O)N=O
charge: +1

Geometry (Å):
C1 0.62572 0.92589 -0.66272
C2 0.55331 -0.23448 0.35867
C3 -0.73569 -1.00520 0.27811
N1 0.61522 0.55265 1.54633
N2 1.62899 1.25106 1.91807
O1 2.71333 1.32529 1.42027
N3 1.21969 2.12040 3.33692
O2 2.07167 2.82177 3.56027
H1 -0.18684 1.58578 -0.34846
H2 1.56040 1.47939 -0.74160
H3 0.30937 0.42074 -1.62058
H4 1.31027 -0.91651 0.33861
H5 -1.66899 -0.43542 0.33199
H6 -0.79425 -1.81276 1.08810
H7 -0.89605 -1.67765 -0.63344
H8 -0.32606 0.67944 2.02924

Forces on atoms 1 to 6 (eV/Å):
C -1.24 -1.70 -1.84
C -1.49 2.32 -1.74
C -1.48 -2.75 0.42
N -0.98 -0.15 2.66
N -0.30 -0.75 -0.77
O -1.05 -0.32 0.39

Atom-resolved charges from natural (NBO), all expressed in e: -0.615, -0.094, -0.666, -0.266, 0.364, -0.244, 0.382, -0.021, 0.207, 0.246, 0.250, 0.241, 0.233, 0.245, 0.280, 0.457

No. 3
# C18H21BaF5N7S2

A molecular structure, C18H21BaF5N7S2 (ωB97M-V with the def2-TZVPD basis set, the OMol25 dataset).

Values from the calculation:
highest occupied orbital energy: -10.786 eV
E_tot: -65384.926 eV
energy relative to the best compared isomer or geometry (same formula, charge and spin): 17.5 kcal/mol
gap between HOMO and LUMO: 8.2 eV
E_LUMO: -0.0949 Ha
charge: +1

Geometry (Å):
Ba1 -0.15159 -0.11450 -0.74236
C1 5.67151 1.78557 0.87896
C2 4.66560 0.80268 0.38675
C3 4.79909 -0.48640 -0.08834
C4 3.50078 -0.90567 -0.40039
N1 2.61125 0.05601 -0.13909
N2 3.35585 1.08163 0.34132
C5 3.09110 -2.23790 -0.93799
H1 6.67437 1.38880 0.74222
H2 5.53089 1.99455 1.93980
H3 5.60084 2.72894 0.33703
H4 5.71166 -1.04577 -0.19893
H5 2.90907 1.95796 0.57396
H6 3.95055 -2.74424 -1.37322
H7 2.33002 -2.16095 -1.71632
H8 2.68795 -2.87691 -0.15168
S1 0.75243 2.96898 0.32557
C6 0.09088 4.51145 0.09683
N3 -0.00161 5.44397 1.04491
C7 -0.69644 6.64746 0.59536
C8 -0.88809 6.37113 -0.91417
N4 -0.42463 4.99099 -1.03622
H9 0.20986 5.22751 2.00313
H10 -0.09354 7.53494 0.77666
H11 -1.64942 6.75954 1.11131
H12 -0.28909 7.03916 -1.53235
H13 -1.93039 6.45716 -1.21458
H14 -0.35202 4.48354 -1.89897
F1 -3.15067 -1.81040 -1.55268
C9 -3.64040 -0.78164 -0.78795
C10 -2.75734 0.12992 -0.26750
C11 -3.33617 1.12483 0.47749
F2 -2.53831 2.07913 1.05013
C12 -4.69523 1.24559 0.70700
F3 -5.21507 2.24046 1.43345
C13 -5.53685 0.28885 0.15930
F4 -6.85126 0.36390 0.36088
C14 -5.00993 -0.74684 -0.59911
F5 -5.83128 -1.66145 -1.12119
C15 -0.84357 -6.57442 -1.53567
C16 0.34278 -5.72988 -1.07240
C17 -0.06956 -4.60949 -0.17367
N5 -0.02168 -3.36517 -0.49348
N6 -0.47780 -2.52686 0.50139
C18 -0.88250 -3.17123 1.56042
N7 -1.39323 -2.55956 2.65250
S2 -0.69898 -4.87858 1.42482
H15 -0.49759 -7.40055 -2.15451
H16 -1.54100 -5.97570 -2.12070
H17 -1.38839 -6.99714 -0.69065
H18 0.85057 -5.27615 -1.92368
H19 1.07069 -6.35644 -0.55223
H20 -1.70447 -1.60681 2.54648
H21 -1.84961 -3.10399 3.36238

Forces on atoms 1 to 6 (eV/Å):
Ba 0.47 -0.12 -0.23
C 0.02 -0.01 0.00
C 0.07 -0.02 0.01
C 0.02 0.08 0.04
C -0.11 -0.07 -0.05
N 0.33 0.04 0.03

Atom-resolved charges from natural (NBO), all expressed in e: 1.827, -0.651, 0.200, -0.343, 0.165, -0.440, -0.337, -0.646, 0.241, 0.236, 0.233, 0.237, 0.429, 0.239, 0.209, 0.232, -0.454, 0.362, -0.567, -0.225, -0.225, -0.568, 0.432, 0.218, 0.215, 0.211, 0.220, 0.425, -0.354, 0.279, -0.698, 0.285, -0.349, 0.247, -0.294, 0.270, -0.285, 0.288, -0.299, -0.599, -0.451, 0.075, -0.307, -0.489, 0.245, -0.783, 0.387, 0.228, 0.220, 0.211, 0.238, 0.229, 0.416, 0.413

No. 4
# C2H6N2O2S

2 unconnected molecules or ions with the total composition C2H6N2O2S at a distorted geometry (ωB97M-V with the def2-TZVPD basis set, the OMol25 dataset).

Values from the calculation:
highest occupied orbital energy (alpha / beta): -6.694 / -9.503 eV
E_tot: -20073.240 eV
energy relative to the best compared isomer or geometry (same formula, charge and spin): 137.2 kcal/mol
gap between HOMO and LUMO (alpha / beta): 7.4 / 7.5 eV
E_LUMO (alpha / beta): 0.0242 / -0.0719 Ha
2S+1: 3

Geometry (Å):
C1 -2.07384 -0.04979 -0.20284
C2 -1.90898 0.50844 -1.50955
N1 1.82607 -1.57909 0.21395
N2 0.81653 0.48037 1.64398
O1 1.38278 0.49164 -0.89768
O2 -2.05409 1.18216 -0.33267
S1 0.61820 -0.29897 0.06297
H1 -1.01202 0.49714 -2.04531
H2 -2.83106 0.57308 -2.20025
H3 1.51446 -2.33052 0.95035
H4 2.64549 -1.15845 0.44502
H5 0.89808 1.46713 1.52435
H6 0.17838 0.21686 2.34769

Forces on atoms 1 to 6 (eV/Å):
C -0.69 -5.87 0.77
C -3.29 -2.18 -4.54
N -5.51 -2.96 0.99
N 1.15 -0.64 -2.17
O -0.76 1.27 0.06
O 0.09 8.05 2.77

Atom-resolved charges from natural (NBO), all expressed in e: 0.240, -0.156, -1.005, -1.065, -0.951, -0.488, 1.543, 0.198, 0.180, 0.366, 0.368, 0.391, 0.380